1.
{"formula": "C4H10N2OS", "method": "wB97M-V/def2-TZVPD", "smiles": "NCN[C@@H](C=O)CS", "max_force_ev_per_a": 1.16, "multiplicity": 1, "e_above_lowest_kcal_mol": 45.4, "e_tot_ha": -741.3056, "homo_lumo_gap_ev": 9.7793, "species": ["S", "O", "N", "N", "C", "C", "C", "C", "H", "H", "H", "H", "H", "H", "H", "H", "H", "H"], "coordinates": [[0.7735, 2.1872, -0.5237], [-1.0684, 0.1727, -2.4986], [-0.4836, -1.4786, 0.5788], [1.4669, -1.8830, 2.0538], [0.0948, -1.4637, 1.9095], [-1.2394, -0.4815, -1.5193], [-0.2557, -0.3732, -0.3465], [-0.3794, 1.0117, 0.2921], [0.0746, -0.4675, 2.2890], [1.1678, 2.9040, 0.5353], [0.6972, -0.3980, -0.8871], [2.1010, -1.1388, 1.7894], [-1.3710, 1.4696, 0.2069], [1.7360, -2.7005, 1.5313], [-0.5278, -2.1151, 2.4983], [-0.2017, -2.3435, 0.1251], [-2.1096, -1.1433, -1.4393], [-0.1384, 0.9797, 1.3444]]}

---

2.
{"formula": "C4H10N2OS", "method": "wB97M-V/def2-TZVPD", "smiles": "CC(C)(N)C(=S)NO", "max_force_ev_per_a": 3.67, "multiplicity": 1, "e_above_lowest_kcal_mol": 61.6, "e_tot_ha": -741.2798, "homo_lumo_gap_ev": 9.3263, "species": ["S", "O", "N", "N", "C", "C", "C", "C", "H", "H", "H", "H", "H", "H", "H", "H", "H", "H"], "coordinates": [[-0.2931, -1.8821, 0.2099], [0.5759, -1.0927, -2.3654], [0.5221, -0.0452, -1.4678], [-0.1165, 2.0952, -0.2828], [-1.3865, 0.8000, 1.6411], [1.0995, 1.0207, 1.5188], [-0.1205, 0.9765, 0.6549], [0.0165, -0.3127, -0.2675], [-2.2529, 0.7421, 1.0417], [0.1737, 2.9483, 0.1709], [1.0965, 1.8651, 2.2189], [-1.0800, 2.2170, -0.8595], [0.5630, -1.8862, -1.7523], [1.1715, 0.0628, 2.0402], [1.9898, 1.3110, 0.8598], [-1.4120, 1.6138, 2.3726], [0.5748, 0.9460, -1.7353], [-1.2348, -0.2219, 2.1778]]}

---

3.
{"formula": "C4H10N2OS", "method": "wB97M-V/def2-TZVPD", "smiles": "CCO/C(=N/C)NS", "max_force_ev_per_a": 6.24, "multiplicity": 1, "e_above_lowest_kcal_mol": 96.8, "e_tot_ha": -741.2238, "homo_lumo_gap_ev": 9.6061, "species": ["S", "O", "N", "N", "C", "C", "C", "C", "H", "H", "H", "H", "H", "H", "H", "H", "H", "H"], "coordinates": [[3.4076, -0.6425, -0.0304], [-0.3076, -1.3571, -0.0804], [0.3779, 0.8003, -0.2220], [1.9127, -0.9241, 0.5891], [-1.7228, -1.0079, -0.5396], [-2.5649, -0.2191, 0.4721], [1.0085, 2.0725, -0.0095], [0.7650, -0.3997, 0.0749], [-2.1000, 0.7162, 0.8327], [0.3746, 3.0528, -0.2496], [1.6400, -1.8869, 1.1002], [-1.5203, -0.4023, -1.4588], [-3.3663, 0.1338, -0.2485], [1.6011, 2.1457, 0.9880], [3.6221, -1.5180, -1.1397], [-1.9712, -2.1188, -0.9069], [1.7883, 2.3075, -0.7268], [-2.9447, -0.7524, 1.5550]]}

---

Which formula does entry 3 have?
C4H10N2OS

---

Which formula does entry 2 have?
C4H10N2OS